C34H56BBr15ClF2NO3PSi | the ωB97M-V functional and the def2-TZVPD basis

Atoms and positions in Å:
C1 4.485 -0.951 1.657
C2 3.194 -0.537 0.864
C3 2.713 0.975 1.155
Cl1 3.241 1.539 2.831
C4 1.173 1.115 1.099
C5 0.411 0.232 2.057
O1 1.095 -0.596 2.933
C6 -1.083 0.245 2.069
B1 -1.922 -0.723 3.152
C7 -2.512 -2.122 2.590
O2 -2.205 -0.383 4.542
N1 -1.749 1.075 1.156
P1 -3.538 1.099 1.069
O3 -4.092 2.386 1.605
C8 -1.073 1.930 0.271
Br1 -2.217 2.990 -0.922
C9 0.398 2.016 0.207
C10 1.143 2.992 -0.769
F1 2.331 3.495 -0.226
F2 0.426 4.190 -0.984
C11 1.353 2.402 -2.216
C12 2.017 0.971 -2.262
Si1 1.120 -0.244 -3.476
C13 -0.784 -0.131 -3.349
C14 1.745 -0.108 -5.265
C15 1.570 -1.996 -2.811
C16 1.441 -2.362 -1.390
C17 1.783 -3.665 -0.808
C18 2.289 -4.718 -1.697
C19 2.397 -4.391 -3.137
C20 2.068 -3.082 -3.716
H1 5.193 -0.090 1.775
H2 4.262 -1.485 2.616
H3 5.038 -1.713 1.008
H4 2.352 -1.267 0.964
H5 3.478 -0.554 -0.231
H6 3.300 1.579 0.431
H7 0.930 -1.489 2.570
H8 -3.167 -2.572 3.381
H9 -1.680 -2.810 2.267
H10 -3.168 -1.855 1.713
H11 -3.090 0.060 4.481
H12 -4.146 0.052 1.807
H13 -3.986 0.947 -0.286
H14 1.871 3.173 -2.854
H15 0.310 2.320 -2.649
H16 2.063 0.424 -1.289
H17 3.054 1.087 -2.678
H18 -1.173 -0.080 -2.300
H19 -1.122 0.722 -3.990
H20 -1.182 -1.080 -3.820
H21 1.498 0.936 -5.619
H22 2.858 -0.274 -5.249
H23 1.214 -0.895 -5.865
H24 1.041 -1.575 -0.697
H25 1.665 -3.836 0.295
H26 2.554 -5.716 -1.289
H27 2.772 -5.210 -3.806
H28 2.181 -2.903 -4.808
Br2 -5.006 1.359 -4.022
C21 -6.844 1.002 -3.480
C22 -7.180 1.730 -2.206
Br3 -6.405 0.841 -0.653
H29 -6.950 -0.078 -3.401
H30 -7.459 1.364 -4.303
H31 -8.255 1.720 -2.028
H32 -6.825 2.757 -2.195
Br4 -1.606 6.800 -5.190
C23 -2.926 5.649 -6.041
C24 -3.377 4.554 -5.110
Br5 -2.036 3.144 -4.972
H33 -2.477 5.274 -6.958
H34 -3.759 6.306 -6.290
H35 -4.267 4.060 -5.499
H36 -3.575 4.904 -4.099
Br6 -0.135 -0.520 5.337
C25 1.024 -1.799 6.255
C26 0.449 -2.185 7.591
Br7 0.722 -0.780 8.912
H37 2.012 -1.346 6.329
H38 1.075 -2.664 5.594
H39 0.965 -3.056 7.993
H40 -0.620 -2.386 7.557
Br8 -10.281 0.208 -5.613
C27 -11.300 0.018 -3.962
C28 -10.652 -0.973 -3.028
Br9 -10.980 -2.805 -3.598
H41 -12.313 -0.258 -4.245
H42 -11.309 1.013 -3.519
H43 -11.090 -0.903 -2.033
H44 -9.573 -0.851 -2.955
Br10 3.078 4.512 5.807
C29 3.408 5.609 4.232
C30 2.122 5.955 3.527
Br11 1.452 4.441 2.501
H45 4.106 5.060 3.604
H46 3.893 6.509 4.608
H47 2.287 6.744 2.793
H48 1.328 6.258 4.205
Br12 3.253 -3.279 3.868
C31 4.516 -4.577 4.591
C32 4.143 -4.976 5.995
Br13 4.621 -3.590 7.277
H49 5.505 -4.130 4.519
H50 4.459 -5.434 3.920
H51 4.706 -5.856 6.305
H52 3.080 -5.170 6.118
Br14 7.212 -3.732 0.960
C33 8.093 -3.193 -0.693
C34 7.919 -1.719 -0.953
Br15 6.131 -1.321 -1.619
H53 7.688 -3.818 -1.486
H54 9.145 -3.435 -0.546
H55 8.595 -1.387 -1.740
H56 8.072 -1.105 -0.068

As for the spin multiplicity: 1. Its energy is -1130228.069 eV. The value obtained for the HOMO-LUMO gap is 6.7571 eV. The charge is +1.

C34H56Cl10O18 | the ωB97M-V functional and the def2-TZVPD basis

Atoms and positions in Å:
C1 -7.277 -4.462 -30.317
C2 -6.174 -3.976 -31.310
C3 -5.016 -4.896 -31.531
O1 -4.804 -4.745 -32.844
C4 -5.816 -4.136 -33.472
O2 -5.927 -4.026 -34.673
O3 -6.750 -3.704 -32.537
H1 -8.199 -3.883 -30.266
H2 -6.816 -4.498 -29.330
H3 -7.545 -5.462 -30.658
H4 -5.807 -3.057 -30.851
H5 -5.323 -5.930 -31.377
H6 -4.171 -4.603 -30.908
C5 -16.947 1.621 -30.414
C6 -18.129 1.665 -31.272
C7 -19.472 1.255 -30.726
O4 -20.324 2.251 -31.274
C8 -19.629 3.199 -31.948
O5 -20.159 4.142 -32.524
O6 -18.336 3.015 -31.745
H7 -16.547 0.635 -30.178
H8 -17.274 2.125 -29.505
H9 -16.182 2.124 -31.006
H10 -18.084 0.944 -32.089
H11 -19.608 1.217 -29.645
H12 -19.792 0.244 -30.982
C9 -17.450 0.653 -24.605
C10 -18.215 0.017 -25.826
C11 -17.721 0.458 -27.102
O7 -17.386 -0.657 -27.820
C12 -17.285 -1.690 -26.913
O8 -16.966 -2.833 -27.129
O9 -17.854 -1.352 -25.847
H13 -18.057 1.557 -24.546
H14 -16.373 0.553 -24.744
H15 -17.583 0.338 -23.570
H16 -19.302 0.071 -25.886
H17 -16.847 1.108 -27.058
H18 -18.460 1.048 -27.643
C13 -11.992 2.465 -25.064
C14 -12.292 0.969 -24.598
C15 -12.933 0.160 -25.807
O10 -12.246 -1.056 -25.653
C16 -11.243 -0.980 -24.763
O11 -10.357 -1.764 -24.546
O12 -11.206 0.235 -24.303
H19 -11.229 2.861 -24.394
H20 -12.966 2.947 -25.149
H21 -11.708 2.502 -26.115
H22 -12.959 0.909 -23.738
H23 -12.749 0.641 -26.767
H24 -14.012 0.012 -25.754
C17 -15.124 -7.204 -28.059
C18 -15.657 -7.149 -29.480
C19 -17.051 -6.465 -29.586
O13 -17.023 -5.766 -30.844
C20 -15.681 -5.654 -31.240
O14 -15.299 -4.949 -32.234
O15 -14.939 -6.323 -30.398
H25 -15.217 -6.185 -27.684
H26 -14.106 -7.582 -27.971
H27 -15.650 -7.940 -27.450
H28 -15.817 -8.174 -29.817
H29 -17.300 -5.849 -28.722
H30 -17.776 -7.278 -29.643
C21 -14.735 -1.866 -30.014
C22 -13.602 -2.001 -29.022
C23 -13.077 -3.348 -28.442
O16 -11.695 -3.295 -28.585
C24 -11.325 -2.147 -29.261
O17 -10.175 -1.800 -29.458
O18 -12.460 -1.455 -29.627
H31 -14.926 -0.862 -30.392
H32 -15.725 -2.058 -29.600
H33 -14.695 -2.556 -30.858
H34 -13.618 -1.319 -28.172
H35 -13.566 -4.234 -28.846
H36 -13.389 -3.311 -27.399
Cl1 -8.830 1.665 -26.344
C25 -8.551 -0.006 -27.078
C26 -7.502 0.002 -28.179
Cl2 -7.875 1.216 -29.449
H37 -9.529 -0.220 -27.511
H38 -8.240 -0.739 -26.334
H39 -7.400 -0.966 -28.670
H40 -6.471 0.103 -27.840
Cl3 -12.884 -5.741 -26.056
C27 -11.718 -4.840 -25.091
C28 -10.650 -5.829 -24.653
Cl4 -9.534 -6.052 -25.949
H41 -12.330 -4.382 -24.314
H42 -11.424 -3.908 -25.575
H43 -11.083 -6.756 -24.277
H44 -10.181 -5.444 -23.747
Cl5 -10.372 -8.710 -28.582
C29 -10.629 -7.566 -29.998
C30 -11.719 -6.585 -29.870
Cl6 -11.708 -5.223 -31.043
H45 -10.659 -8.190 -30.891
H46 -9.787 -6.884 -30.118
H47 -11.769 -6.061 -28.916
H48 -12.688 -7.028 -30.100
Cl7 -9.169 -1.656 -34.391
C31 -10.269 -1.003 -33.109
C32 -11.735 -1.381 -33.291
Cl8 -11.951 -3.115 -33.648
H49 -10.116 0.054 -32.892
H50 -9.926 -1.562 -32.238
H51 -12.230 -0.917 -34.145
H52 -12.396 -1.134 -32.460
Cl9 -14.030 1.770 -28.667
C33 -13.054 2.984 -29.553
C34 -12.236 2.177 -30.602
Cl10 -13.274 1.859 -32.085
H53 -12.327 3.339 -28.822
H54 -13.549 3.907 -29.857
H55 -11.805 1.265 -30.189
H56 -11.430 2.765 -31.039

As for the spin multiplicity: 1. The relative energy (zero: lowest compared OMol25 entry of this formula, charge and spin) is 477.04 kJ/mol. Its energy is -198243.712 eV. Its SMILES is C[C@H]1COC(=O)O1.C[C@H]1COC(=O)O1.C[C@H]1COC(=O)O1.C[C@H]1COC(=O)O1.C[C@H]1COC(=O)O1.C[C@H]1COC(=O)O1.ClCCCl.ClCCCl.ClCCCl.ClCCCl.ClCCCl. The value obtained for the HOMO-LUMO gap is 9.7397 eV. The charge is 0.

The lowest charge belongs to which entry?
C34H56Cl10O18